[1]
Below is a structure of composition C3H7N3S in a non-equilibrium geometry, with properties calculated with the ωB97M-V functional and the def2-TZVPD basis.

Its relative energy (zero: lowest compared OMol25 entry of this formula, charge and spin) is 326.8 kJ/mol. The LUMO energy comes out at 0.026 hartree. The frontier orbital gap is 9.6 eV. The largest force on an atom is 5.88 eV/A.

```
! RIJCOSX wB97M-V def2-TZVPD def2/J DEFGRID3
* xyz 0 1
C -1.11 -0.30 1.44
C -0.73 -0.76 0.04
C 1.31 0.10 -0.99
H -0.20 1.15 -0.03
H -1.46 -1.17 2.06
H -1.03 -1.78 0.15
H -1.22 -0.22 -0.62
H 1.19 -0.96 0.83
H 2.46 -0.16 -0.96
H 1.26 1.28 -2.71
N -1.13 0.79 1.97
N 0.72 -0.79 -0.11
N 0.65 0.80 -1.93
S -0.71 2.03 0.87
*
```

natural (NBO) atomic charge list, values in e, 8 entries:
1 C 0.08
2 C -0.32
3 C 0.27
4 H 0.10
5 H 0.16
6 H 0.21
7 H 0.24
8 H 0.41

[2]
Below is the molecule C5H8O in a non-equilibrium geometry, with properties calculated with the ωB97M-V functional and the def2-TZVPD basis.

Its relative energy (zero: lowest compared OMol25 entry of this formula, charge and spin) is 460.0 kJ/mol. The LUMO energy comes out at -0.080 hartree. The frontier orbital gap is 6.3 eV. The largest force on an atom is 3.47 eV/A.

```
! RIJCOSX wB97M-V def2-TZVPD def2/J DEFGRID3
* xyz 0 1
C 1.56 -1.91 -0.32
C 0.70 -0.94 0.09
C 0.22 0.00 -0.83
C -0.57 1.23 -0.44
O 0.27 2.23 -0.15
C -1.41 0.89 0.84
H 2.07 -2.55 0.39
H 1.88 -2.09 -1.34
H 0.45 -0.96 1.15
H 0.83 0.12 -1.73
H -1.28 1.49 -1.24
H -0.71 0.97 1.69
H -1.84 -0.12 0.88
H -2.17 1.64 1.01
*
```

natural (NBO) atomic charge list, values in e, 8 entries:
1 C -0.19
2 C -0.32
3 C 0.13
4 C 0.03
5 O -0.61
6 C -0.64
7 H 0.20
8 H 0.20